## 1
14
Properties=species:S:1:pos:R:3 method="wB97M-V/def2-TZVPD" mol_weight_g_mol=88.11 orbital_gap_ev=8.78 lumo_energy_ev=0.81 charge=0
C -0.133 0.656 0.867
C -0.329 -1.393 -0.376
N 0.535 -0.428 0.306
N -1.347 1.028 -0.323
C 1.820 -0.221 -0.154
O 2.439 0.815 -0.084
H -2.167 1.443 0.099
H -0.951 1.690 -0.981
H 2.183 -1.081 -0.741
H 0.517 1.509 1.058
H -0.780 0.347 1.684
H 0.284 -2.091 -0.944
H -1.220 -0.302 -0.801
H -0.851 -1.971 0.391

=====

## 2
14
Properties=species:S:1:pos:R:3 method="wB97M-V/def2-TZVPD" mol_weight_g_mol=88.11 orbital_gap_ev=8.76 lumo_energy_ev=0.86 smiles="C=CN.NC=O" charge=0
C 2.053 0.205 0.607
C 1.668 0.306 -0.686
N 0.449 -0.294 -1.363
H 2.143 -0.808 1.015
H 2.115 1.008 1.379
H 2.134 1.065 -1.288
H 0.567 -0.210 -2.366
H -0.425 -0.829 -1.154
C -2.196 0.414 0.356
N -1.442 -0.707 0.777
O -2.085 0.893 -0.811
H -2.801 0.843 1.191
H -1.743 -1.094 1.710
H -0.436 -0.791 0.633

=====

## 3
14
Properties=species:S:1:pos:R:3 method="wB97M-V/def2-TZVPD" mol_weight_g_mol=88.11 orbital_gap_ev="7.73 / 7.73" lumo_energy_ev="-0.05 / -0.05" charge=0
C -1.056 0.622 -1.440
N -1.119 1.395 -0.316
C 0.484 -0.227 0.985
N 0.295 -1.263 -0.043
C 1.713 0.113 1.405
O -0.652 0.358 1.228
H -2.047 1.389 0.102
H -0.411 -1.934 0.247
H 1.144 -1.737 -0.335
H -0.424 1.051 -2.218
H -1.968 0.133 -1.797
H -0.376 -0.388 -1.027
H 2.576 -0.503 1.195
H 1.838 0.993 2.015

=====

Verdict on stability: 1 comes out on top.

=====

## 1
22
Properties=species:S:1:pos:R:3 method="wB97M-V/def2-TZVPD" mol_weight_g_mol=124.16 orbital_gap_ev=8.23 lumo_energy_ev=4.02 charge=-1
C 1.621 1.844 -0.534
N 0.507 1.631 -1.474
C -0.066 0.287 -1.330
C -1.516 0.343 -0.835
C -1.699 0.712 0.669
O -1.790 -0.408 1.465
H 2.321 1.009 -0.585
H 1.310 1.649 0.515
H 2.056 2.808 -0.702
H -0.235 2.266 -1.204
H 0.505 -0.361 -0.646
H -0.033 -0.270 -2.267
H -2.074 0.930 -1.585
H -1.989 -0.633 -0.940
H -0.886 1.383 0.978
H -2.687 1.252 0.777
H -0.163 -2.519 1.899
H -0.952 -1.241 1.115
O -0.046 -2.037 1.062
H 1.445 -1.885 0.807
H 2.691 -2.027 -0.279
O 2.438 -1.744 0.589

=====

## 2
22
Properties=species:S:1:pos:R:3 method="wB97M-V/def2-TZVPD" mol_weight_g_mol=124.16 orbital_gap_ev=7.84 lumo_energy_ev=4.06 charge=-1
C -0.569 1.645 0.919
O -0.710 0.411 1.594
C -1.151 1.768 -0.444
C -0.363 1.192 -1.607
C 0.266 -0.319 -1.339
N -0.577 -1.213 -0.545
H 0.564 1.880 0.739
H -1.057 2.337 1.589
H -1.365 2.762 -0.566
H -2.120 1.383 -0.382
H 0.597 1.913 -1.874
H -0.894 1.143 -2.560
H 0.739 -0.667 -2.335
H 1.132 -0.174 -0.680
H -0.804 -0.575 0.341
H -1.518 -1.389 -0.817
H 0.604 -3.130 0.616
H 1.953 -2.479 0.651
O 1.566 -3.359 0.541
H 0.651 -0.440 1.834
H 1.533 -1.746 2.443
O 1.525 -0.946 1.881

=====

Verdict on stability: 1 comes out on top.

=====

## 1
20
Properties=species:S:1:pos:R:3 method="wB97M-V/def2-TZVPD" mol_weight_g_mol=146.14 orbital_gap_ev=9.58 lumo_energy_ev=0.43 smiles="CC(=O)C(=O)O.C=COC" charge=0
C -1.733 0.941 -0.862
C -1.504 -0.439 1.087
C -1.001 -1.482 1.713
O -1.167 -0.219 -0.278
H -2.104 0.360 1.504
H -2.805 0.993 -0.647
H -1.597 0.849 -1.938
H -1.232 1.838 -0.485
H -1.089 -1.544 2.783
H -0.214 -2.080 1.085
C 1.368 -0.024 -1.864
C 1.364 0.497 0.612
C 1.129 -0.566 -0.486
O 2.028 0.004 1.652
O 1.020 1.648 0.521
O 1.136 -1.758 -0.200
H 2.057 0.650 2.376
H 0.925 0.964 -1.956
H 2.443 0.081 -2.008
H 0.977 -0.712 -2.609

=====

## 2
20
Properties=species:S:1:pos:R:3 method="wB97M-V/def2-TZVPD" mol_weight_g_mol=146.14 orbital_gap_ev=8.39 lumo_energy_ev=-0.72 charge=0
C 0.665 0.566 0.903
C -0.960 0.004 1.101
C -1.080 -1.499 1.176
C 0.801 0.006 -0.475
C 0.162 0.538 -1.672
C 0.242 -0.138 -2.826
O 0.618 1.979 0.898
O 1.494 -0.043 1.713
O -0.428 1.758 -1.593
O 1.524 -1.046 -0.454
H 0.911 2.257 1.775
H 1.851 -0.984 0.709
H -0.191 2.191 -0.754
H -1.626 0.461 0.372
H -1.108 0.467 2.076
H 0.708 -1.108 -2.851
H -0.245 0.241 -3.711
H -2.063 -1.778 1.559
H -0.324 -1.901 1.852
H -0.952 -1.970 0.202

=====

## 3
20
Properties=species:S:1:pos:R:3 method="wB97M-V/def2-TZVPD" mol_weight_g_mol=146.14 orbital_gap_ev=8.43 lumo_energy_ev=-0.69 charge=0
C -1.533 -0.018 -0.368
C -0.616 -1.222 -0.029
C 0.796 -0.672 0.498
C 1.256 0.855 0.430
C 0.190 1.383 -0.465
C -0.997 1.084 0.409
H -3.175 0.216 -0.517
H -1.516 0.178 -1.527
H -0.946 -2.056 -0.800
H -1.381 -1.607 0.878
H 1.009 -1.046 1.460
H 2.565 -2.053 0.075
H 1.367 1.405 1.392
H 2.687 -0.194 -0.542
H 0.283 1.132 -1.387
H -0.845 0.906 1.544
O -2.766 -0.411 -0.031
O 1.680 -1.258 -0.564
O 2.646 0.982 -0.217
O -0.703 2.394 -0.240

=====

Verdict on stability: 1 comes out on top.

=====

## 1
20
Properties=species:S:1:pos:R:3 method="wB97M-V/def2-TZVPD" mol_weight_g_mol=146.14 orbital_gap_ev=10.30 lumo_energy_ev=0.73 smiles=O[C@H]1CO[C@H]2[C@@H]1OC[C@@H]2O charge=0
C -1.667 0.549 0.140
C -1.477 -0.695 1.046
C 0.291 -0.640 -0.459
C 1.634 -0.527 0.257
C 1.555 0.795 0.897
C -0.344 0.701 -0.571
H -2.555 -0.446 -1.282
H -1.932 1.393 0.649
H -0.914 -0.370 1.977
H -2.423 -1.211 1.257
H 0.609 -1.025 -1.375
H 1.686 -1.365 1.021
H 3.397 -0.906 -0.802
H 2.499 1.272 1.044
H 1.108 0.691 1.919
H -0.545 1.262 -1.483
O -2.719 0.323 -0.724
O -0.674 -1.503 0.135
O 2.569 -0.463 -0.820
O 0.714 1.593 0.061

=====

## 2
20
Properties=species:S:1:pos:R:3 method="wB97M-V/def2-TZVPD" mol_weight_g_mol=146.14 orbital_gap_ev=9.99 lumo_energy_ev=0.68 smiles=C[C@@H]1O[C@]2(O)[C@H]1[C@@H](O)[C@@H]2O charge=0
C -0.150 0.376 -0.611
C -1.397 -0.450 -0.682
C -0.456 -1.799 -0.093
C -0.006 1.164 0.677
C 0.677 -0.700 0.128
C 0.834 2.341 0.659
O 0.509 0.026 1.335
O -1.852 -0.754 -2.015
O -0.889 -2.582 0.963
O 1.954 -1.147 -0.182
H 0.106 0.855 -1.543
H -2.164 -0.075 0.099
H -0.142 -2.384 -0.946
H -1.147 1.374 0.927
H 1.854 2.136 0.519
H 0.831 2.843 1.582
H 0.578 2.814 -0.262
H -1.172 -1.337 -2.442
H -0.677 -2.056 1.789
H 2.712 -0.646 0.097

=====

Verdict on stability: 1 comes out on top.

=====

## 1
29
Properties=species:S:1:pos:R:3 method="wB97M-V/def2-TZVPD" mol_weight_g_mol=185.32 orbital_gap_ev=9.44 lumo_energy_ev=-3.36 smiles="C[C@@H]1SC(C)(C)[N+]2=CCCCN12" charge=+1
C 1.171 -1.232 -0.320
C 2.561 -0.824 -0.222
C 2.477 0.663 0.288
C 1.494 1.499 -0.594
C -0.992 1.634 -0.416
C -1.262 -0.982 -0.238
C -1.131 2.357 0.956
C -1.657 -2.220 -1.125
C -1.567 -1.307 1.191
N 0.202 0.822 -0.575
N 0.143 -0.448 -0.388
S -2.331 0.413 -0.747
H 0.809 -2.282 -0.013
H 3.010 -1.397 0.658
H 3.059 -0.814 -1.121
H 2.104 0.758 1.401
H 3.475 1.231 0.224
H 1.501 2.543 -0.145
H 1.827 1.575 -1.732
H -1.079 2.412 -1.207
H -1.464 1.627 1.741
H -1.958 3.109 0.738
H -0.253 2.755 1.171
H -1.281 -2.082 -2.170
H -2.705 -2.569 -1.058
H -1.119 -3.107 -0.855
H -1.444 -0.371 1.913
H -0.943 -2.258 1.488
H -2.647 -1.503 1.158

=====

## 2
29
Properties=species:S:1:pos:R:3 method="wB97M-V/def2-TZVPD" mol_weight_g_mol=185.32 orbital_gap_ev=6.91 lumo_energy_ev=-4.54 charge=+1
C -4.625 -0.041 -0.584
C -3.485 0.759 -0.329
C -4.281 -1.363 -0.539
C -2.347 -0.040 -0.107
C -0.387 2.216 -0.964
C 0.849 1.409 0.985
C 3.120 -1.864 1.337
C 3.223 -0.781 -0.799
C -1.010 0.257 0.282
N -0.215 1.241 0.096
N 2.509 -1.608 0.115
S -2.752 -1.743 -0.060
H -5.547 0.422 -0.867
H -3.684 1.847 -0.189
H -4.976 -2.209 -0.796
H -1.364 1.996 -1.271
H -0.193 3.236 -0.671
H 0.251 1.952 -1.830
H 0.325 1.849 1.963
H 1.484 0.540 1.222
H 1.476 2.262 0.568
H 2.876 -2.855 1.794
H 4.297 -1.814 1.188
H 2.824 -1.099 2.086
H 2.914 -1.041 -1.849
H 2.946 0.284 -0.604
H 4.328 -0.904 -0.748
H -0.569 -0.489 0.886
H 2.014 -2.420 -0.314

=====

Verdict on stability: 2 comes out on top.

=====

## 1
15
Properties=species:S:1:pos:R:3 method="wB97M-V/def2-TZVPD" mol_weight_g_mol=111.13 orbital_gap_ev=8.88 lumo_energy_ev=-5.48 charge=+1
C 2.009 -0.706 -0.502
C 1.953 0.770 -0.433
C -1.334 0.023 0.183
C 0.650 -0.051 1.030
N 1.281 -1.230 0.411
N 0.962 1.014 0.311
N -1.818 -1.196 0.286
N -1.625 1.166 -0.294
H 2.592 -1.260 -1.213
H 2.400 1.470 -1.155
H 0.227 -0.033 1.994
H -1.105 -1.798 0.467
H -2.777 -1.359 0.073
H -1.005 1.957 -0.141
H -2.410 1.234 -1.017

=====

## 2
15
Properties=species:S:1:pos:R:3 method="wB97M-V/def2-TZVPD" mol_weight_g_mol=111.13 orbital_gap_ev=11.42 lumo_energy_ev=-3.80 smiles="N#C[C@@H]1NC=[NH+][C@H]1N" charge=+1
C -2.054 -0.250 0.039
C 0.382 1.628 -0.241
C -0.737 -0.138 0.608
C 0.406 -0.736 -0.340
N -3.130 -0.388 -0.285
N -0.599 1.365 0.602
N 0.983 0.608 -0.767
N 1.433 -1.483 0.199
H 0.564 2.674 -0.543
H -0.431 -0.603 1.505
H -0.136 -1.138 -1.251
H -0.940 2.077 1.258
H 1.543 0.609 -1.662
H 1.614 -2.391 -0.260
H 1.101 -1.833 1.138

=====

## 3
15
Properties=species:S:1:pos:R:3 method="wB97M-V/def2-TZVPD" mol_weight_g_mol=111.13 orbital_gap_ev=8.93 lumo_energy_ev=-3.88 charge=+1
C 2.196 -0.928 -0.960
C 3.417 -1.167 -0.383
C -2.652 0.637 0.281
C 0.950 -0.601 -0.160
N 1.055 -1.793 -0.478
N 4.455 -1.354 0.092
N -3.622 1.495 0.614
N -1.394 0.855 0.359
H 2.239 -0.663 -2.015
H -2.973 -0.329 -0.086
H 5.336 -1.731 0.383
H -4.595 1.265 0.524
H -3.385 2.411 0.961
H 0.148 0.116 0.147
H -1.175 1.785 0.719

=====

Verdict on stability: 2 comes out on top.

=====

## 1
14
Properties=species:S:1:pos:R:3 method="wB97M-V/def2-TZVPD" mol_weight_g_mol=153.14 orbital_gap_ev=8.36 lumo_energy_ev=3.39 smiles="CS(=O)(=O)[C@@H](O)C(=O)[O-]" charge=-1
C 3.194 -0.355 0.037
C -0.771 0.415 -0.696
C 1.607 -0.248 0.700
O 3.239 -1.314 -0.761
O 3.944 0.596 0.327
O 1.452 1.440 -1.432
O 0.457 2.288 0.607
O 0.931 -1.381 0.226
S 0.778 1.121 -0.174
H -1.077 1.292 -1.239
H -0.404 -0.449 -1.373
H -1.257 0.177 0.206
H 1.536 -0.179 1.753
H 1.606 -1.684 -0.465

=====

## 2
14
Properties=species:S:1:pos:R:3 method="wB97M-V/def2-TZVPD" mol_weight_g_mol=153.14 orbital_gap_ev=7.03 lumo_energy_ev=3.54 smiles="COC(=O)[S@@](=O)(O)=C[O-]" charge=-1
C -0.338 -0.041 -0.297
C 1.430 0.324 1.223
C -2.427 1.046 0.863
O -2.445 -1.439 0.178
O 0.363 -0.143 -1.292
O -4.288 0.095 -0.661
O -2.139 2.172 0.910
O 0.069 0.051 0.952
S -2.378 -0.156 -0.509
H 2.074 -0.568 1.566
H 1.705 0.992 2.070
H 2.058 0.576 0.333
H -2.936 0.393 1.577
H -4.394 0.050 -1.635

=====

Verdict on stability: 1 comes out on top.

=====

## 1
14
Properties=species:S:1:pos:R:3 method="wB97M-V/def2-TZVPD" mol_weight_g_mol=173.06 orbital_gap_ev="7.56 / 7.55" lumo_energy_ev="-2.64 / -2.64" charge=0
C 0.647 -0.544 -0.861
C -1.118 1.148 -0.194
C -0.024 -0.485 1.590
C 0.010 0.239 0.200
O 1.662 -2.575 -2.272
S 1.213 -2.097 -0.990
Cl 0.723 0.722 -3.126
Cl 1.349 1.403 0.605
H -1.506 1.543 0.731
H -0.835 1.998 -0.673
H -1.693 0.589 -0.862
H -0.608 -1.395 1.578
H 0.850 -0.630 2.139
H -0.670 0.082 2.136

=====

## 2
14
Properties=species:S:1:pos:R:3 method="wB97M-V/def2-TZVPD" mol_weight_g_mol=173.06 orbital_gap_ev=8.32 lumo_energy_ev=-0.94 smiles="COCC(=S)C(Cl)Cl" charge=0
C 0.449 1.852 -0.808
C -0.845 -0.090 -0.464
C -0.597 -0.759 0.852
C 0.510 -1.710 0.914
H 1.221 2.195 -1.574
H 0.735 2.023 0.272
H -0.389 2.482 -1.027
H -1.238 -0.731 -1.209
H -1.475 0.772 -0.167
H 0.487 -2.418 1.727
O 0.301 0.462 -1.076
S -1.714 -0.660 1.969
Cl 2.011 -0.686 1.155
Cl 0.543 -2.732 -0.565

=====

Verdict on stability: 2 comes out on top.

=====

## 1
12
Properties=species:S:1:pos:R:3 method="wB97M-V/def2-TZVPD" mol_weight_g_mol=107.05 orbital_gap_ev=9.70 lumo_energy_ev=0.62 charge=0
C -0.540 -1.062 -0.440
C -0.698 0.170 0.375
N -1.514 1.083 0.025
O 1.319 1.213 -0.633
O 0.872 -1.314 -0.126
P 1.514 0.136 0.362
H -1.047 -1.847 0.020
H -0.448 -1.139 -1.571
H 1.433 0.403 1.665
H 2.755 -0.489 0.480
H -1.650 1.848 0.647
H -1.997 0.999 -0.806

=====

## 2
12
Properties=species:S:1:pos:R:3 method="wB97M-V/def2-TZVPD" mol_weight_g_mol=107.05 orbital_gap_ev="6.93 / 8.51" lumo_energy_ev="-1.90 / -0.50" charge=0
C -1.194 0.192 1.940
C 1.040 -0.345 -1.911
N 0.288 -0.354 -0.630
O -0.463 -1.395 -0.600
O 0.571 1.993 0.950
P -0.481 1.073 0.408
H -0.963 -0.957 1.984
H -0.603 0.692 2.792
H -2.265 0.344 1.898
H 1.212 0.608 -2.494
H 2.062 -0.716 -1.673
H 0.795 -1.134 -2.663

=====

Verdict on stability: 1 comes out on top.

=====

## 1
12
Properties=species:S:1:pos:R:3 method="wB97M-V/def2-TZVPD" mol_weight_g_mol=107.05 orbital_gap_ev=10.90 lumo_energy_ev=0.76 smiles="CN1OC1=O.P" charge=0
C 0.410 -1.762 -0.866
C 0.219 -0.915 1.454
N 0.958 -1.260 0.305
O -0.038 -2.729 -1.347
O 0.678 -0.462 -0.971
P -0.318 2.259 -0.495
H 0.940 -0.418 2.241
H -0.408 -0.128 1.318
H -0.339 -1.687 1.763
H -1.010 1.305 -1.163
H -1.454 2.922 -0.740
H 0.363 2.874 -1.500

=====

## 2
12
Properties=species:S:1:pos:R:3 method="wB97M-V/def2-TZVPD" mol_weight_g_mol=107.05 orbital_gap_ev=8.31 lumo_energy_ev=0.60 smiles="NC#[PH]O.C=O" charge=0
C 0.646 1.070 -0.304
C -1.506 -0.754 -0.452
N 0.332 2.289 -0.579
O -2.241 -0.003 0.065
O 1.440 -1.377 -0.327
P 2.079 0.155 -0.046
H -1.526 -0.860 -1.548
H -0.683 -1.361 -0.042
H 0.804 3.155 -0.142
H -0.814 2.550 -0.625
H 2.096 -2.022 -0.659
H 1.828 0.287 1.411

=====

Verdict on stability: 2 comes out on top.

=====

## 1
12
Properties=species:S:1:pos:R:3 method="wB97M-V/def2-TZVPD" mol_weight_g_mol=107.05 orbital_gap_ev=7.61 lumo_energy_ev=-1.81 charge=0
C -1.665 0.367 -0.211
C 1.224 0.259 -1.008
N -2.006 -0.564 0.586
O -2.018 0.935 -1.214
O 0.315 2.613 0.270
P 0.122 1.146 0.199
H 2.099 -0.277 -0.635
H 0.786 -0.301 -1.751
H 1.664 1.205 -1.542
H -2.706 -1.239 0.307
H -1.032 -0.668 1.543
H -0.279 -0.566 2.050

=====

## 2
12
Properties=species:S:1:pos:R:3 method="wB97M-V/def2-TZVPD" mol_weight_g_mol=107.05 orbital_gap_ev=10.06 lumo_energy_ev=0.47 smiles="[H]/N=C/PC(O)O" charge=0
C -1.492 0.040 0.051
C 1.193 -0.538 -0.154
N -0.919 1.017 0.629
O 1.163 0.659 -0.942
O 1.668 -0.315 1.172
P -0.411 -1.457 -0.166
H -2.571 -0.031 -0.181
H 2.009 -1.098 -0.585
H -1.359 1.872 0.957
H 0.273 1.002 -0.753
H 1.058 0.337 1.527
H -0.609 -1.487 -1.555

=====

Verdict on stability: 2 comes out on top.

=====

## 1
26
Properties=species:S:1:pos:R:3 method="wB97M-V/def2-TZVPD" mol_weight_g_mol=142.22 orbital_gap_ev="8.49 / 8.48" lumo_energy_ev="-3.57 / -3.57" charge=+1
C -0.204 1.860 -0.046
C -1.152 0.926 -0.006
C -0.835 -0.509 0.010
C 1.520 0.277 -0.074
C -2.603 1.332 0.006
C -0.929 -1.294 -1.246
C -0.944 -1.247 1.298
C 2.328 -0.176 -1.245
N 2.219 -0.028 1.253
O 1.144 1.604 -0.049
H -0.404 2.919 -0.064
H -2.745 2.208 0.632
H -3.235 0.528 0.372
H -2.921 1.583 -1.005
H -0.238 -2.135 -1.245
H -0.747 -0.672 -2.117
H -1.934 -1.710 -1.340
H -0.773 -0.607 2.162
H -0.284 -2.113 1.323
H -1.964 -1.632 1.386
H 2.508 -1.247 -1.198
H 3.286 0.348 -1.315
H 1.776 0.041 -2.157
H 1.585 -0.522 1.895
H 2.492 0.866 1.687
H 3.054 -0.600 1.083

=====

## 2
26
Properties=species:S:1:pos:R:3 method="wB97M-V/def2-TZVPD" mol_weight_g_mol=142.22 orbital_gap_ev=10.47 lumo_energy_ev=-2.62 smiles="CC[N@H+]1C(C)=COC1(C)C" charge=+1
C -2.082 -0.526 -0.006
C -1.379 0.585 0.221
C -0.049 -1.412 0.099
C -1.834 1.904 0.715
C 0.876 -2.012 -0.937
C 0.194 -1.850 1.556
C 1.950 1.787 -0.707
C 0.640 1.113 -1.122
N 0.029 0.365 0.113
O -1.351 -1.579 -0.359
H -3.164 -0.643 -0.084
H -2.824 2.136 0.228
H -1.166 2.773 0.494
H -2.275 1.758 1.756
H 1.930 -1.739 -0.713
H 0.774 -1.763 -1.999
H 0.796 -3.188 -0.865
H -0.320 -1.128 2.309
H 1.339 -1.742 1.663
H -0.041 -2.935 1.618
H 2.242 2.513 -1.454
H 1.744 2.282 0.324
H 2.670 0.946 -0.519
H 0.842 0.162 -1.819
H -0.167 1.767 -1.383
H 0.627 0.426 0.873

=====

Verdict on stability: 2 comes out on top.